(1)
{
  "formula": "C23H39Cl2LuN5O3P",
  "method": "the ωB97M-V functional and the def2-TZVPD basis",
  "species": ["O", "C", "C", "C", "H", "C", "H", "C", "H", "C", "H", "C", "H", "H", "C", "C", "H", "H", "H", "C", "C", "H", "H", "H", "H", "Lu", "Cl", "Cl", "H", "H", "C", "C", "N", "H", "C", "O", "H", "H", "H", "H", "H", "H", "C", "C", "N", "H", "C", "O", "H", "H", "H", "H", "C", "N", "C", "N", "C", "N", "C", "P", "C", "C", "H", "H", "H", "H", "H", "H", "H", "H", "H", "H", "H", "H"],
  "xyz": [[-1.0077, 0.2697, -1.9672], [-1.6718, 1.0730, -2.6442], [-1.1084, 1.6404, -3.8619], [0.1240, 2.3488, -3.9132], [0.6869, 2.4944, -2.9847], [0.5740, 2.8532, -5.1307], [1.5184, 3.3946, -5.1835], [-0.1619, 2.6882, -6.3067], [0.1763, 3.1256, -7.2532], [-1.3549, 1.9666, -6.2675], [-1.9561, 1.8476, -7.1640], [-1.7817, 1.3808, -5.0797], [-2.6345, 0.6971, -5.0534], [-3.0516, 1.1875, -2.5913], [-3.5564, 3.1624, -1.4283], [-3.4803, 1.6884, -1.5536], [-4.4163, 3.4313, -0.8045], [-3.6338, 3.6640, -2.4009], [-2.6830, 3.5945, -0.9235], [-3.8480, 0.8612, -0.5733], [-4.4239, 1.2896, 0.7573], [-3.6774, -0.2154, -0.6526], [-5.2516, 2.0118, 0.6475], [-3.6685, 1.7506, 1.4230], [-4.8169, 0.4136, 1.2932], [0.7968, -0.9175, -1.4828], [1.0337, 1.0405, 0.1691], [0.6045, -1.7068, -3.7902], [3.9653, 1.4287, -3.4606], [5.9496, 1.3850, -2.4905], [3.3901, 0.8117, -2.7647], [5.5295, 1.0851, -1.5225], [4.3272, 0.2939, -1.7630], [2.9047, -0.0088, -3.3153], [4.0021, -0.7485, -1.0024], [2.8675, -1.3099, -1.0595], [6.2656, 0.4918, -0.9667], [4.7800, -1.1115, -0.3166], [2.6302, 1.4510, -2.2842], [5.3040, 2.0001, -0.9539], [-2.1320, -4.6692, 1.8278], [-0.9558, -6.5566, 0.3689], [-2.1220, -3.9714, 0.9829], [-1.3252, -5.8946, -0.4209], [-1.2120, -4.4918, -0.0427], [-1.7947, -2.9819, 1.3134], [-0.3959, -3.7087, -0.7153], [-0.3285, -2.4472, -0.5334], [-0.7216, -6.0430, -1.3195], [0.2413, -4.1877, -1.4733], [-3.1463, -3.9098, 0.5827], [-2.3655, -6.1545, -0.6323], [1.7936, -0.8808, 5.3175], [2.2719, 0.1773, 4.4064], [1.6799, 1.4774, 4.7876], [0.2019, 1.4299, 4.8190], [-0.2482, 0.3478, 5.7209], [0.3201, -0.9657, 5.3487], [-0.2211, -1.4441, 4.0823], [0.1649, -0.3150, 2.6145], [2.0151, -0.1613, 3.0140], [-0.3628, 1.2841, 3.4803], [2.1486, -0.6433, 6.3314], [2.1960, -1.8425, 4.9735], [1.9932, 2.2381, 4.0592], [2.0441, 1.7303, 5.7952], [-1.3430, 0.2824, 5.6717], [0.0852, 0.5841, 6.7428], [0.1947, -2.4329, 3.8455], [-1.3133, -1.5323, 4.1567], [2.4250, 0.6105, 2.3554], [2.4779, -1.1283, 2.7694], [-1.4597, 1.2735, 3.5423], [-0.0514, 2.1228, 2.8479]],
  "forces_ev_per_a": [[1.4846, -1.8674, 1.8172], [2.4778, 0.7679, -2.6461], [0.0950, -0.3636, -0.4377], [-0.3789, -0.1965, -0.1448], [-0.2069, 0.0678, -0.3010], [0.1594, -0.0533, 0.1916], [-0.1459, -0.0597, 0.1091], [-0.2245, 0.1384, -0.1964], [-0.0693, -0.1564, 0.4567], [0.0390, -0.1522, 0.2182], [0.1818, -0.1192, -0.0106], [-0.0931, 0.5687, 0.1302], [0.1279, 0.3946, -0.0945], [-0.8875, 0.4406, 1.3954], [0.0966, 0.6586, -0.1790], [-2.0449, -0.5240, 0.0509], [-0.0177, 0.0906, -0.2070], [-0.0666, -0.0768, 0.1828], [0.0117, -0.1808, -0.0757], [0.2264, -0.2665, 0.3123], [0.1686, 0.0637, 0.3742], [-0.1633, 0.1824, -0.3582], [0.2977, -0.2174, 0.0286], [-0.2473, -0.0821, -0.2488], [0.0395, 0.2513, -0.1217], [-2.2054, 2.1942, -0.0273], [0.6606, 0.3710, -0.7563], [0.4310, -0.4265, -0.2858], [-0.2170, -0.1877, 0.0310], [0.0025, -0.1786, 0.2904], [-0.2413, 0.1846, 0.1156], [0.2547, 0.0152, 0.0294], [-0.1951, -0.5165, 0.4325], [0.2038, 0.2333, 0.1421], [-0.9273, 0.3652, -0.5685], [2.0320, 0.1505, 0.0365], [-0.1867, 0.1622, -0.1520], [-0.2471, 0.1037, -0.1097], [0.2115, -0.2249, -0.1146], [-0.0748, -0.3269, -0.1406], [0.0901, 0.1578, -0.1522], [-0.0561, 0.1883, -0.0298], [-0.1752, -0.0486, 0.0280], [0.1988, -0.1358, -0.0395], [-0.0426, 0.1115, -0.0982], [-0.0128, -0.2045, -0.1471], [-0.0765, 1.6506, 0.1951], [-0.1200, -2.3975, 0.1965], [-0.1846, -0.1676, 0.1245], [-0.2374, 0.0437, 0.1633], [0.3639, 0.0369, 0.0457], [0.1083, 0.1370, -0.0287], [-0.6575, 0.7726, -0.4046], [0.4452, 0.0065, 0.4998], [-0.5562, -0.8647, -0.1247], [0.1321, 0.1919, 0.5206], [0.7987, -0.1316, -0.7084], [0.1006, -0.1178, 0.8277], [0.2539, 0.6314, -0.3914], [-0.1713, -0.4798, 0.4855], [-0.7812, 0.0458, -0.0806], [0.2021, -0.5624, -0.2829], [-0.0731, -0.1597, -0.2472], [-0.0314, 0.1780, 0.2044], [-0.0421, -0.1579, 0.2547], [-0.1117, 0.0014, -0.2965], [0.2443, 0.0520, 0.1327], [-0.1661, -0.0357, -0.2670], [-0.1107, 0.0469, 0.1545], [0.1468, -0.0925, 0.0599], [0.0178, -0.1798, 0.1077], [0.0656, 0.2006, 0.0576], [0.2019, 0.1254, -0.0213], [-0.1250, -0.0700, 0.0937]],
  "lowdin_charge": [-0.31, -0.31, -0.22, -0.06, 0.09, -0.12, 0.09, -0.12, 0.09, -0.11, 0.09, -0.05, 0.11, 0.08, -0.09, -0.23, 0.06, 0.08, 0.08, -0.19, -0.13, 0.09, 0.06, 0.07, 0.06, 1.15, -0.07, -0.13, 0.10, 0.09, -0.04, -0.03, -0.16, 0.06, -0.24, -0.24, 0.09, 0.16, 0.06, 0.11, 0.10, 0.10, 0.00, -0.03, -0.16, 0.08, -0.23, -0.21, 0.09, 0.15, 0.11, 0.10, -0.19, -0.18, -0.17, -0.17, -0.18, -0.18, -0.37, 0.89, -0.38, -0.35, 0.12, 0.12, 0.13, 0.12, 0.12, 0.12, 0.07, 0.07, 0.02, 0.08, 0.08, 0.07],
  "e_tot_ha": -3896.55202,
  "lumo_energy_ev": [-0.018, -0.018],
  "homo_lumo_gap_ev": [4.148, 4.724],
  "homo_energy_ha": [-0.153, -0.174],
  "fmax_ev_per_a": 3.706
}

(2)
{
  "formula": "C4H4FN",
  "method": "the ωB97M-V functional and the def2-TZVPD basis",
  "species": ["C", "C", "C", "C", "N", "F", "H", "H", "H", "H"],
  "xyz": [[-1.2969, -1.5951, 0.8495], [0.1041, 0.7034, 0.1692], [-0.2135, -0.7735, 0.7179], [0.1745, 0.4197, -1.2464], [-2.1643, -2.2984, 1.1875], [1.3579, -0.1426, -1.6285], [-0.6137, 1.5039, 0.3234], [1.0809, 0.8802, 0.6929], [0.6345, -1.3953, 0.5216], [-0.7394, 0.2504, -1.7772]],
  "forces_ev_per_a": [[-2.1584, -0.1073, 0.8766], [0.2794, -1.2422, 2.1358], [1.2725, 1.8232, -1.6615], [1.4953, -0.8401, 0.7903], [0.4322, 0.2628, -0.5080], [-1.2028, 0.3568, -0.4874], [-0.1820, -0.2691, 0.6143], [-0.8699, 0.4838, -0.9742], [0.8309, -0.0991, 0.1158], [0.1026, -0.3688, -0.9018]],
  "lowdin_charge": [-0.28, -0.18, -0.04, -0.10, 0.14, 0.01, 0.11, 0.13, 0.09, 0.11],
  "e_tot_ha": -309.28975,
  "lumo_energy_ev": [-0.275, -1.167],
  "homo_lumo_gap_ev": [8.933, 7.605],
  "homo_energy_ha": [-0.338, -0.322],
  "fmax_ev_per_a": 2.776
}

(3)
{
  "formula": "Cl3P",
  "method": "the ωB97M-V functional and the def2-TZVPD basis",
  "species": ["P", "Cl", "Cl", "Cl"],
  "xyz": [[0.0877, 0.6358, -0.5540], [1.5041, 0.5116, 0.8151], [-0.0703, -2.1792, -0.7710], [-1.5215, 1.0318, 0.5099]],
  "forces_ev_per_a": [[0.1383, -2.6679, -0.9411], [0.3932, 0.0968, 0.4023], [0.0142, 2.5465, 0.1734], [-0.5456, 0.0247, 0.3654]],
  "lowdin_charge": [0.01, 0.15, -0.32, 0.17],
  "e_tot_ha": -1721.93871,
  "lumo_energy_ev": -2.346,
  "homo_lumo_gap_ev": 7.751,
  "homo_energy_ha": -0.371,
  "fmax_ev_per_a": 2.832
}

(4)
{
  "formula": "C9H16O",
  "method": "the ωB97M-V functional and the def2-TZVPD basis",
  "species": ["C", "C", "C", "O", "C", "C", "C", "C", "C", "C", "H", "H", "H", "H", "H", "H", "H", "H", "H", "H", "H", "H", "H", "H", "H", "H"],
  "xyz": [[-1.8848, 1.9822, -0.0878], [-1.1977, 0.8736, 0.6615], [-1.8119, 0.3136, 1.9367], [-2.9833, -0.4230, 1.7006], [-0.0585, 0.2556, 0.1489], [0.3505, -1.0609, 0.7513], [1.0640, -1.8532, -0.3791], [2.3677, -1.1731, -0.8514], [2.0536, 0.3466, -1.1560], [0.6102, 0.6816, -1.1887], [-2.5263, 2.5753, 0.5495], [-1.2066, 2.7673, -0.5421], [-2.4977, 1.5450, -0.8866], [-2.1461, 1.2915, 2.4850], [-1.0571, -0.2347, 2.6441], [-2.8198, -0.9843, 0.8983], [-0.5483, -1.6708, 1.0167], [1.0833, -0.9824, 1.5272], [1.3585, -2.8518, -0.0248], [0.2798, -2.0778, -1.1936], [2.6880, -1.6271, -1.8170], [3.2135, -1.2509, -0.1056], [2.5629, 1.0170, -0.4724], [2.3879, 0.5705, -2.1789], [0.5199, 1.7194, -1.3403], [0.1984, 0.2509, -2.0955]],
  "forces_ev_per_a": [[0.4304, 0.8265, -0.3347], [2.9303, -1.5329, -1.0743], [0.7275, 2.4611, 1.5958], [-0.0336, -1.1268, -1.1741], [-3.1457, 1.3549, -0.0202], [0.2184, -1.1941, -2.0385], [-0.3425, -1.1468, -0.1844], [-0.4710, 0.9261, -0.6626], [1.4815, -0.7623, -0.8019], [-0.8155, -1.0429, 1.7493], [-0.4154, -0.0870, 0.3021], [-0.4274, -1.2044, 0.3520], [0.0557, 0.2937, 0.0558], [0.4287, -1.8743, -0.4285], [-1.3284, 0.9400, -1.4537], [-0.2619, 0.7185, 1.1194], [0.9138, 0.6148, 0.3318], [0.1153, 0.1184, 0.9777], [-0.2821, 0.1342, 0.1234], [1.4307, 0.6324, 0.7881], [-0.0005, 0.0721, 0.8295], [-1.0612, -0.1197, -0.7088], [0.2443, 0.0071, 0.1592], [0.5343, 0.0625, 0.3668], [-0.2711, 1.4199, 0.0132], [-0.6544, -0.4907, 0.1176]],
  "lowdin_charge": [-0.06, -0.23, -0.27, -0.07, -0.15, -0.17, -0.22, -0.18, -0.21, -0.18, 0.07, 0.09, 0.09, 0.14, 0.14, 0.11, 0.12, 0.11, 0.10, 0.14, 0.11, 0.12, 0.11, 0.11, 0.08, 0.12],
  "e_tot_ha": -427.70714,
  "lumo_energy_ev": 0.766,
  "homo_lumo_gap_ev": 9.406,
  "homo_energy_ha": -0.318,
  "fmax_ev_per_a": 3.477,
  "smiles": "CC(CO)=C1CCCCC1"
}

(5)
{
  "formula": "C38H43ClN2O3SiY",
  "method": "the ωB97M-V functional and the def2-TZVPD basis",
  "species": ["Y", "Cl", "N", "N", "C", "C", "C", "C", "C", "C", "H", "H", "H", "H", "H", "H", "C", "C", "C", "C", "H", "H", "H", "H", "H", "H", "O", "H", "H", "O", "H", "H", "C", "C", "C", "H", "H", "C", "C", "H", "C", "C", "C", "C", "H", "C", "H", "H", "H", "H", "H", "H", "H", "H", "O", "Si", "C", "C", "C", "C", "C", "C", "C", "C", "C", "C", "C", "C", "C", "C", "C", "C", "C", "C", "H", "H", "H", "H", "H", "H", "H", "H", "H", "H", "H", "H", "H", "H", "H"],
  "xyz": [[-0.9424, -0.0424, -0.8814], [-3.2856, 0.5244, -0.2121], [0.0684, 1.9644, -1.7143], [-0.2074, -2.3154, -1.3721], [-0.8009, 2.7406, -2.3556], [-0.7910, -3.1006, -2.2631], [1.1482, 2.8657, -1.2041], [0.4327, 4.2185, -1.1837], [2.3029, 2.9933, -2.1886], [1.6729, 2.4309, 0.1523], [1.9329, 3.1699, -3.2075], [2.9479, 2.1068, -2.1788], [2.9088, 3.8624, -1.8903], [0.8812, 2.4783, 0.9079], [2.4792, 3.1077, 0.4796], [2.0751, 1.4110, 0.1159], [0.7617, -3.1513, -0.5882], [0.6690, -4.5125, -1.2719], [0.3265, -3.2391, 0.8688], [2.1904, -2.6271, -0.6798], [2.5160, -2.6345, -1.7280], [2.8515, -3.3015, -0.1106], [2.2972, -1.6151, -0.2691], [-0.7293, -3.5257, 0.9393], [0.4644, -2.2704, 1.3600], [0.9381, -3.9800, 1.4105], [-0.3374, -4.3438, -2.3245], [0.3114, -5.3195, -0.6159], [1.6027, -4.8266, -1.7585], [-0.6412, 4.0407, -2.1809], [1.0324, 5.0709, -1.5166], [-0.0364, 4.4410, -0.2098], [-1.9665, 2.2739, -3.1924], [-1.9125, -2.7298, -3.1928], [-1.6121, -1.4499, -3.9240], [-2.8167, -2.6227, -2.5733], [-2.0741, -3.5739, -3.8692], [-2.0922, -0.2379, -3.4121], [-1.6562, 0.9890, -3.9293], [-2.8336, -0.2512, -2.5847], [-0.9127, 0.9994, -5.1080], [-0.5358, -0.2159, -5.6823], [-0.5106, 2.2942, -5.7499], [-0.8553, -1.4406, -5.0957], [0.0443, -0.2070, -6.6083], [-0.3844, -2.7235, -5.7154], [0.0460, -2.5175, -6.7012], [-1.2008, -3.4450, -5.8487], [0.3905, -3.2145, -5.1091], [-1.3522, 2.9936, -5.8296], [-0.1310, 2.1011, -6.7588], [0.2881, 2.8041, -5.1911], [-2.2414, 3.0887, -3.8708], [-2.8064, 2.1252, -2.4944], [-0.1067, 0.0048, 1.0045], [-0.0197, 0.1754, 2.6159], [-0.1310, 1.9654, 3.1153], [-1.2988, 2.6736, 2.7825], [-1.4855, 3.9747, 3.2620], [-0.4909, 4.5869, 4.0326], [0.6915, 3.9009, 4.3238], [0.8686, 2.5858, 3.8763], [-1.4152, -0.6829, 3.5082], [-2.3828, -1.4268, 2.8251], [-3.4032, -2.0683, 3.5366], [-3.4701, -1.9462, 4.9283], [-2.5274, -1.1717, 5.6146], [-1.5059, -0.5324, 4.9014], [1.5784, -0.6234, 3.1231], [1.5641, -1.7950, 3.8954], [2.7643, -2.4263, 4.2371], [3.9836, -1.8828, 3.8191], [4.0000, -0.7172, 3.0451], [2.8010, -0.0829, 2.7037], [-2.0752, 2.2036, 2.1687], [-2.4052, 4.5118, 3.0187], [-0.6249, 5.6128, 4.3792], [1.4885, 4.3873, 4.8910], [1.7812, 2.0428, 4.1357], [-2.3637, -1.4950, 1.7327], [-4.1467, -2.6618, 2.9961], [-4.2635, -2.4497, 5.4817], [-2.5797, -1.0623, 6.6997], [-0.7835, 0.0888, 5.4370], [0.6142, -2.1975, 4.2593], [2.7352, -3.3409, 4.8316], [4.9185, -2.3815, 4.0771], [4.9467, -0.2882, 2.7104], [2.8298, 0.8571, 2.1425]],
  "forces_ev_per_a": [[1.3481, 0.1815, -0.7447], [-0.7040, 0.1278, 0.3744], [1.2076, -1.6088, 1.7781], [0.4205, 1.4140, 1.4081], [-1.1001, -2.0447, -2.1070], [-1.2225, 1.5290, -1.5979], [-0.4512, -0.4249, -0.4701], [-1.3805, -0.0700, -0.3956], [0.3982, 0.0040, -0.2740], [0.0060, 0.3794, 0.2495], [0.0480, -0.0993, 0.2034], [-0.1906, 0.0752, -0.0966], [0.0695, -0.1949, -0.1416], [0.1955, -0.1145, -0.2442], [-0.1036, -0.1531, -0.0990], [-0.1516, 0.1901, -0.0780], [-0.5212, 0.5890, -0.2152], [-0.8664, -0.4063, -1.0269], [0.1124, -0.0473, 0.3333], [0.2505, -0.0445, -0.0512], [-0.0297, 0.1315, 0.1942], [-0.0644, 0.2261, -0.1080], [-0.1345, -0.1902, -0.0653], [0.1648, 0.0032, -0.0213], [-0.1089, -0.2857, -0.1723], [-0.1428, 0.1446, -0.0913], [1.3839, -2.7257, 0.4243], [0.1483, 0.2409, -0.0717], [-0.1665, 0.0928, 0.1423], [0.8937, 3.2497, 1.0335], [-0.0505, -0.1785, 0.1157], [0.1305, -0.1073, -0.2219], [0.4676, 0.3393, 0.8714], [0.8685, -0.4876, 0.8610], [-0.5155, -0.2483, -0.2683], [-0.5551, 0.2681, -0.0389], [0.0126, 0.1302, 0.0684], [0.4343, 0.0698, 0.5748], [-0.3286, 0.3051, -0.3034], [0.3237, -0.0146, -0.5511], [-0.0871, 0.1530, 0.3398], [-0.0255, -0.2448, 0.0317], [0.3424, 0.2183, -0.1849], [0.1406, 0.1651, 0.0785], [-0.1713, -0.0115, 0.1634], [0.2837, -0.1799, -0.2281], [-0.0494, -0.0804, 0.1050], [0.1482, 0.1375, 0.0419], [-0.2165, 0.0899, -0.0375], [0.1646, -0.1319, 0.0197], [-0.0605, 0.0776, 0.0803], [-0.2100, -0.0999, -0.0308], [-0.0425, -0.0875, 0.0024], [-0.4877, -0.1290, -0.3863], [-0.0366, 0.0292, 1.0141], [-0.2417, -0.1832, -1.3362], [0.1400, 0.1356, 0.2499], [0.0999, 0.3472, 0.4114], [0.1297, -0.1796, -0.1675], [0.1513, -0.1335, -0.1494], [-0.0031, -0.0647, -0.1048], [-0.4310, 0.4234, 0.0894], [-0.1410, 0.1468, 0.0890], [-0.1968, -0.1904, 0.3307], [0.0729, 0.0776, 0.0685], [0.1446, 0.0571, -0.1195], [0.1735, 0.0912, -0.2572], [-0.5597, -0.4574, 0.0310], [0.1365, 0.0256, 0.5790], [0.5682, 0.1295, 0.0719], [-0.0441, 0.1570, -0.0965], [-0.2355, -0.0319, -0.1953], [-0.1261, 0.0454, 0.0328], [0.3374, -0.3303, 0.3301], [0.2535, 0.1091, 0.1920], [0.2895, -0.1216, 0.0863], [0.0163, -0.2721, -0.0460], [-0.2848, -0.0947, -0.1013], [-0.2738, 0.1603, -0.0860], [0.0735, 0.0033, 0.4167], [0.2147, 0.2262, 0.2229], [0.1734, 0.1169, -0.1331], [-0.0572, -0.0498, -0.2907], [-0.1347, -0.1711, -0.1439], [0.3270, 0.0724, -0.2204], [0.1062, 0.2291, -0.1278], [-0.2101, 0.1460, -0.0426], [-0.2116, -0.1626, 0.1326], [-0.0451, -0.4075, 0.0978]],
  "lowdin_charge": [1.16, -0.07, -0.03, -0.01, -0.47, -0.44, -0.56, -0.07, -0.05, -0.05, 0.08, 0.08, 0.08, 0.05, 0.09, 0.07, -0.55, -0.08, -0.04, -0.04, 0.08, 0.09, 0.07, 0.09, 0.04, 0.09, -0.03, 0.12, 0.12, -0.03, 0.12, 0.12, -0.11, -0.10, -0.20, 0.11, 0.11, -0.11, -0.20, 0.04, -0.23, 0.00, -0.05, -0.23, 0.11, -0.05, 0.07, 0.08, 0.09, 0.08, 0.07, 0.08, 0.11, 0.07, -0.48, 0.43, -0.24, -0.08, -0.08, -0.10, -0.10, -0.09, -0.23, -0.09, -0.08, -0.10, -0.10, -0.10, -0.23, -0.09, -0.09, -0.10, -0.09, -0.09, 0.09, 0.10, 0.09, 0.10, 0.09, 0.06, 0.10, 0.09, 0.09, 0.11, 0.10, 0.10, 0.09, 0.10, 0.09],
  "charge": -1,
  "e_tot_ha": -2597.28790,
  "lumo_energy_ev": [2.575, 2.578],
  "homo_lumo_gap_ev": [3.295, 3.242],
  "homo_energy_ha": [-0.026, -0.024],
  "fmax_ev_per_a": 3.525
}